No. 1
{
  "formula": "C43H46Cl2KN9O3P2S2",
  "method": "ωB97M-V with the def2-TZVPD basis set",
  "species": ["K", "Cl", "Cl", "S", "S", "P", "P", "O", "O", "O", "N", "N", "N", "N", "N", "N", "N", "N", "N", "C", "C", "C", "C", "C", "C", "C", "C", "C", "C", "C", "C", "C", "C", "C", "C", "C", "C", "C", "C", "C", "C", "C", "C", "C", "C", "C", "C", "C", "C", "C", "C", "C", "C", "C", "C", "C", "C", "C", "C", "C", "C", "C", "H", "H", "H", "H", "H", "H", "H", "H", "H", "H", "H", "H", "H", "H", "H", "H", "H", "H", "H", "H", "H", "H", "H", "H", "H", "H", "H", "H", "H", "H", "H", "H", "H", "H", "H", "H", "H", "H", "H", "H", "H", "H", "H", "H", "H", "H"],
  "positions_angstrom": [[-0.53917, 0.38260, -0.26016], [-2.97600, 1.42019, 3.43832], [-1.21329, 2.94916, 1.63854], [2.29883, 1.36624, 0.96322], [2.38803, -0.50707, -2.65902], [-0.01154, -2.70155, -0.98276], [-1.43363, -2.21884, 1.47204], [4.31516, 6.12318, 5.43694], [2.42814, -1.93434, 1.08812], [5.43992, 4.36525, 6.15372], [-4.00976, -0.10437, 0.37946], [4.30786, -2.24202, -2.08700], [-0.72744, -3.41508, 0.46070], [-3.02236, 1.47240, -0.96258], [-4.30667, -0.26069, -1.90594], [4.44334, -0.23885, -0.99996], [-0.49905, 2.59748, -1.57897], [-5.32290, 0.79785, -3.81840], [-3.11582, 1.33499, -3.36106], [-1.59053, 3.81708, -3.32127], [4.04165, 4.01411, 4.26359], [-0.29141, -1.82260, 2.85153], [-2.78645, -2.23400, -1.50520], [0.95909, -0.06511, 3.95931], [1.10725, -5.30641, -3.94504], [-0.49943, 4.66405, -3.42336], [0.55881, 3.40044, -1.70132], [0.11148, -4.45409, 1.07550], [-2.66651, 1.80804, -2.26183], [4.04676, 1.95278, 3.00947], [0.21122, -6.35553, -3.82678], [-0.83800, -5.24833, -1.96614], [-2.12781, -1.12000, -4.05872], [1.00600, -2.30686, 4.82953], [1.41415, -0.97598, 4.89573], [0.15565, -2.72481, 3.82165], [-1.51478, -2.07939, -1.87946], [4.66260, 4.81334, 5.35640], [0.07286, -4.19887, -2.06653], [-1.18546, -1.48399, -3.19326], [-4.09860, 0.29851, -3.26397], [3.49859, -2.30443, 1.93412], [2.43685, 3.64735, 2.49238], [-3.23983, -4.34645, 1.85815], [-2.23868, 2.99781, 3.07147], [-3.19500, -2.69070, 3.59408], [1.04219, -4.23461, -3.06076], [-3.91597, -1.65326, -2.30079], [-4.26257, -5.01420, 2.52098], [0.10700, -0.49347, 2.94865], [-3.58067, -1.12014, -3.72372], [-3.77327, 0.40560, -0.84287], [2.96653, 4.44668, 3.48928], [-0.76364, -6.32414, -2.83357], [4.56733, 2.74836, 4.00989], [-4.21978, -3.35226, 4.25132], [3.77164, -1.02180, -1.85291], [-2.68762, -3.18473, 2.39109], [-4.75508, -4.51889, 3.71820], [-1.54852, 2.80434, -2.37694], [2.96913, 2.37928, 2.21696], [0.59640, 4.45265, -2.60315], [3.75331, 6.35956, 4.69159], [-4.67198, -5.92378, 2.09999], [4.32434, -2.74195, 1.35801], [1.71978, -3.39372, -3.16556], [4.99042, -2.63139, -1.45936], [-2.77261, -1.79084, 4.02788], [0.26372, -7.19484, -4.50813], [-1.60788, -5.21248, -1.20360], [3.88095, -1.44708, 2.49499], [-0.45286, -4.94740, 1.86815], [2.08271, -0.65285, 5.68378], [1.85885, -5.31725, -4.72412], [-5.54905, -5.03967, 4.23737], [3.94013, 0.54324, -0.57949], [2.44109, -0.95793, 1.03210], [-1.84834, -0.75515, -5.03927], [-0.17719, -3.75519, 3.80182], [3.15555, -3.04996, 2.65574], [5.39467, 2.40650, 4.61790], [-2.85500, -4.73550, 0.92247], [1.59540, 3.99665, 1.90847], [1.47307, 5.08267, -2.66168], [-0.50142, 5.47321, -4.14241], [-3.04157, 3.70315, 2.89661], [4.46638, 0.97094, 2.82725], [-4.76183, -0.76133, 0.49500], [-4.17807, -1.54232, -4.53314], [1.39811, 3.17226, -1.05198], [-1.63184, 3.27904, 3.92361], [0.37362, -5.20794, 0.33344], [5.19432, -0.62883, -0.45317], [-1.47084, -7.13910, -2.74328], [-0.13851, -1.42248, -3.47032], [-5.94158, 0.06461, -4.13940], [-3.73904, 0.44712, 1.17923], [-4.78558, -2.31141, -2.27237], [1.27431, 0.96999, 3.99563], [-5.12101, 1.43638, -4.57673], [-4.59686, -2.96097, 5.18759], [1.03049, -4.03579, 1.49334], [-3.04441, -2.76885, -0.59896], [-0.25437, 0.22999, 2.22713], [3.77781, -2.87883, -2.65214], [1.35195, -3.01665, 5.57058], [-2.45828, 3.92064, -3.95667], [2.49170, 5.40787, 3.66366]],
  "mulliken_charge": [1.434, -0.125, 0.103, -0.017, -0.316, 0.291, 0.857, -0.488, 0.510, -0.572, -0.004, -0.433, 0.746, -0.530, -0.084, -0.253, 0.652, -0.661, -0.689, -0.783, 1.014, 0.792, -0.813, -0.648, -0.626, -0.506, -0.322, -0.873, 0.062, -0.291, -0.666, -0.104, -1.455, -0.811, -0.823, -0.495, 0.523, 0.676, 0.402, -0.797, 1.047, -0.769, -0.710, -0.120, -0.700, -1.091, -0.009, -0.826, -0.703, -0.072, -0.178, 0.170, -1.005, -0.747, -0.920, -0.531, 0.577, 0.356, -0.612, 0.085, -0.058, -0.854, 0.280, 0.439, 0.215, 0.163, 0.210, 0.319, 0.366, 0.181, 0.063, 0.278, 0.411, 0.451, 0.378, -0.070, -0.248, 0.415, 0.343, 0.310, 0.431, 0.182, 0.342, 0.455, 0.412, 0.432, 0.255, 0.254, 0.375, 0.373, 0.367, 0.564, 0.254, 0.450, 0.274, 0.295, 0.046, 0.565, 0.563, 0.288, 0.425, -0.211, 0.749, -0.138, 0.191, 0.410, 0.535, 0.146],
  "multiplicity": 1,
  "total_energy_ha": -5384.2158
}

No. 2
{
  "formula": "C43H46FIN5O11S3SeSnTe",
  "method": "ωB97M-V with the def2-TZVPD basis set",
  "species": ["I", "Te", "Sn", "Se", "S", "S", "S", "F", "O", "O", "O", "O", "O", "O", "O", "O", "O", "O", "O", "N", "N", "N", "N", "N", "C", "C", "C", "C", "C", "C", "C", "C", "C", "C", "C", "C", "C", "C", "C", "C", "C", "C", "C", "C", "C", "C", "C", "C", "C", "C", "C", "C", "C", "C", "C", "C", "C", "C", "C", "C", "C", "C", "C", "C", "C", "C", "C", "H", "H", "H", "H", "H", "H", "H", "H", "H", "H", "H", "H", "H", "H", "H", "H", "H", "H", "H", "H", "H", "H", "H", "H", "H", "H", "H", "H", "H", "H", "H", "H", "H", "H", "H", "H", "H", "H", "H", "H", "H", "H", "H", "H", "H", "H"],
  "positions_angstrom": [[4.72007, -5.17545, -3.89393], [-0.04786, 0.05859, -4.02135], [0.94805, -0.58793, -0.81855], [-1.42733, 1.07087, -0.18469], [0.33233, -2.16584, 2.14673], [2.49432, -3.84517, 0.08518], [-0.53322, -3.53301, -1.79047], [-2.19917, 4.33283, 1.74788], [-0.40639, -1.80736, 3.34055], [0.91728, -0.96628, 1.48543], [3.86502, -3.98372, -0.37262], [2.16888, -1.81554, -3.66395], [-0.37989, -3.01943, 1.22078], [1.89977, 2.88864, -0.64190], [1.65481, -4.99172, -0.20018], [-0.73568, -2.03067, -1.63723], [3.55724, 0.15736, -0.92871], [5.31742, 1.10387, 0.10816], [1.90654, -2.55885, -0.31916], [-5.78375, -0.74322, -0.21565], [2.13136, 1.20787, 3.07581], [4.13682, -2.16041, -2.59281], [-5.17473, 2.21106, 4.49850], [-2.46855, 2.46639, 3.81026], [4.11870, 0.90703, -0.07663], [-4.73179, -1.44214, 0.22569], [-1.88901, 4.00552, -4.46053], [2.04633, 2.41870, 0.48382], [-2.93231, 3.80537, -5.35633], [-4.20548, 2.92504, 5.40414], [2.00013, 0.75514, -6.18774], [-3.14295, 0.28936, -0.27506], [3.11435, -3.70302, 4.62411], [3.07567, -2.56283, -3.28416], [3.69832, -4.46467, 2.42769], [1.05016, 1.99400, 2.76054], [2.18517, 0.43828, 4.31354], [1.77784, -3.06063, 2.71686], [2.03347, -3.02488, 4.08456], [-0.02497, 3.54787, 1.24033], [1.04775, 2.70397, 1.54929], [4.03132, 2.00376, -5.87587], [2.57967, 1.28925, 5.51213], [1.68139, 0.94049, -4.84721], [-1.30236, 1.67018, -4.60156], [-3.39970, 1.82259, 2.89165], [2.93609, -4.02935, -3.66206], [3.71779, 2.17803, -4.53609], [2.54392, 1.64752, -4.01674], [-2.02968, -4.25045, -1.12549], [-3.42452, -0.98817, 0.22001], [3.11796, 1.03617, 2.15086], [-1.20214, 2.74494, 3.18374], [-0.10267, 2.01672, 3.56673], [-3.10052, 3.53077, 4.55284], [3.94493, -4.43865, 3.79053], [-4.48252, 1.13837, 3.67913], [-1.11043, 3.57587, 2.06353], [-1.08455, 2.94276, -4.07691], [-0.88695, -3.79459, -3.52892], [-4.23919, 1.02001, -0.75345], [-3.16644, 2.53737, -5.86662], [3.11160, 1.53183, 0.89317], [2.62209, -3.77398, 1.87950], [-2.35159, 1.47481, -5.49251], [-5.50848, 0.46740, -0.70353], [3.17127, 1.29254, -6.70269], [-3.85148, 2.53605, 2.18271], [2.42563, -4.07653, -4.61766], [-0.74818, -4.85184, -3.75672], [-5.95303, 1.82431, 5.02937], [-2.62114, -1.59961, 0.61412], [-0.01210, 4.06974, 0.29258], [-2.87945, -3.66037, -1.47013], [-5.55891, 2.89254, 3.83996], [3.91853, 0.37340, 2.45520], [4.07691, -1.24705, -2.12557], [2.35019, -4.53426, -2.89393], [4.39264, 2.71096, -3.87816], [1.87186, 2.10511, 5.66861], [-4.06808, 0.42085, 4.38533], [4.63169, -2.86801, -2.06673], [4.95343, 2.40929, -6.27447], [-4.08587, 2.00329, -1.18349], [1.22836, -0.06117, 4.46379], [-3.52856, 4.31160, 3.89886], [3.41893, 1.14351, -7.74698], [-3.56186, 4.63563, -5.65304], [-6.35731, 1.03025, -1.08546], [-1.89812, -3.46324, -3.76542], [3.56783, 1.72577, 5.36259], [3.30072, -3.66145, 5.69024], [2.32951, 1.76883, -2.96275], [1.33688, 0.18524, -6.82672], [-1.93010, -4.21627, -0.04425], [-5.22722, 0.66236, 3.04239], [4.78952, -4.98226, 4.19542], [2.90970, -0.35744, 4.15352], [-0.20718, 1.35965, 4.41730], [-0.28531, 3.09784, -3.36124], [-1.70515, 4.99211, -4.05215], [-0.15733, -3.19299, -4.07197], [1.34746, -2.48021, 4.71652], [-4.76297, 3.67082, 5.96871], [-2.85420, 1.08684, 2.29462], [2.60588, 0.67843, 6.41601], [-3.79892, 2.16874, 6.07303], [-4.95447, -2.42889, 0.62188], [-2.53178, 0.48767, -5.90101], [-2.09756, -5.28323, -1.46784], [-3.97903, 2.37307, -6.56427], [-2.37453, 4.01107, 5.20856], [4.35323, -5.00127, 1.75623]],
  "mulliken_charge": [-0.004, 0.564, 1.666, -0.573, 1.676, 1.211, 1.112, -0.456, -0.860, 0.176, -0.787, -0.127, -0.710, -0.823, -0.814, -0.769, -0.474, -0.796, -0.086, -0.724, 0.633, -0.073, -0.079, 0.529, 0.119, -0.782, -0.685, 1.014, -0.386, -0.817, -0.573, 0.312, -0.697, 0.129, -0.811, 0.335, -0.856, -0.721, -0.725, -0.374, 0.136, -0.470, -1.588, 0.159, 0.139, 0.303, -1.085, -0.588, -0.154, -1.270, 0.030, -0.313, -0.984, -0.720, -0.445, -0.713, -1.142, 0.921, -0.167, -1.067, -0.432, -0.545, -0.535, -0.053, -0.391, -0.595, -0.528, 0.264, 0.614, 0.436, 0.366, 0.480, 0.263, 0.323, 0.430, 0.532, 0.402, 0.176, 0.453, 0.263, 0.307, 0.137, 0.363, 0.464, 0.124, 0.342, 0.371, 0.368, 0.409, 0.407, 0.331, 0.413, 0.441, 0.376, 0.235, 0.428, 0.382, 0.711, 0.432, 0.355, 0.383, 0.139, 0.601, 0.415, -0.199, 0.473, 0.380, 0.407, 0.346, 0.532, 0.366, 0.420, 0.541],
  "total_charge": -1,
  "multiplicity": 1,
  "total_energy_ha": -7243.5939
}

For each record above, in turn, the calculated energy above the lowest of the compared OMol25 structures with the same formula, charge and spin values are 57.02; 34.37 kcal per mole.
For each record above, in turn, the calculated highest occupied orbital energy values are -6.95; -4.10 eV.